(1)
7
Properties=species:S:1:pos:R:3:forces:R:3 method="wB97M-V/def2-TZVPD" multiplicity=1 e_above_lowest_kcal_mol=38.4 lumo_energy_ev=0.18 total_energy_ev=-141845.3918 homo_lumo_gap_ev=10.1
B 0.009 -0.164 0.509 -1.3 2.0 -2.1
C 1.233 -0.123 -0.602 -0.3 0.9 3.8
Br 2.865 0.644 0.047 0.3 -0.1 0.0
Br 0.872 -1.935 0.046 0.5 -2.3 -0.4
H -1.118 0.099 0.021 1.0 -0.8 0.5
H 0.173 0.000 1.663 0.4 0.3 0.0
H 1.321 -0.142 -1.635 -0.6 0.0 -1.8

***

(2)
9
Properties=species:S:1:pos:R:3:forces:R:3 method="wB97M-V/def2-TZVPD" multiplicity=1 e_above_lowest_kcal_mol=59.3 lumo_energy_ev=0.40 total_energy_ev=-11291.9703 homo_lumo_gap_ev=11.2
O -0.590 -0.820 1.556 -0.4 1.9 -0.2
B 0.072 -1.068 0.453 0.5 3.4 -0.6
C 0.288 0.647 -0.404 -1.9 -1.6 -0.1
O -0.772 0.870 -1.290 0.9 0.2 -1.2
F 0.337 1.778 0.357 0.0 -0.5 1.2
F 1.417 0.725 -1.093 1.7 -0.5 -0.9
H -0.819 -1.452 2.195 -0.3 -1.6 1.1
H 0.484 -2.147 0.259 0.3 -0.2 -0.9
H -0.416 1.466 -2.034 -0.7 -1.1 1.7

***

(3)
8
Properties=species:S:1:pos:R:3:forces:R:3 method="wB97M-V/def2-TZVPD" multiplicity=3 s2=2.019 lumo_energy_ev="-5.99 / -10.02" total_energy_ev=-162971.0527 homo_lumo_gap_ev="6.8 / 5.8" charge=+1
C 0.186 -0.426 0.135 -2.0 2.4 0.4
P -3.149 0.227 -0.528 -3.3 -0.2 1.9
Cl -4.129 0.106 -2.220 0.6 0.3 -0.6
Br -4.215 -1.504 0.534 1.4 0.9 -0.4
Br -4.200 1.973 0.593 1.3 -1.0 -0.9
H 0.502 0.554 -0.237 0.0 -0.6 0.3
H 0.574 -1.318 -0.150 1.7 -2.3 -0.9
H -0.829 -0.565 0.522 0.3 0.4 0.2

***

(4)
8
Properties=species:S:1:pos:R:3:forces:R:3 method="wB97M-V/def2-TZVPD" multiplicity=1 e_above_lowest_kcal_mol=8.1 lumo_energy_ev=0.19 total_energy_ev=-161574.5003 homo_lumo_gap_ev=10.7
C -0.283 0.184 -0.063 -3.3 0.1 2.2
Si -2.159 -0.114 -0.423 0.4 2.2 1.2
Cl -2.557 -0.255 -2.401 0.0 0.2 -0.2
Br -3.100 -1.914 0.452 0.3 0.3 0.1
Br -3.194 1.868 0.504 0.7 -1.7 -0.8
H -0.112 0.227 1.027 0.0 -0.6 -0.5
H 0.194 -0.529 -0.599 1.8 -3.0 -1.0
H 0.171 1.030 -0.435 0.1 2.6 -1.0

***

(5)
9
Properties=species:S:1:pos:R:3:forces:R:3 method="wB97M-V/def2-TZVPD" multiplicity=1 e_above_lowest_kcal_mol=85.1 lumo_energy_ev="-0.04 / -2.81" total_energy_ev=-229926.0740 homo_lumo_gap_ev="9.2 / 5.0"
C -0.098 -0.220 -1.740 0.9 -0.4 2.9
Si -4.936 0.275 0.387 -0.3 -0.4 -1.2
S -1.057 -0.603 -0.350 0.8 -0.5 0.9
Br -6.737 0.543 1.564 -0.5 0.4 0.7
Br -5.210 -1.843 -0.336 0.5 0.3 0.0
Br -5.086 1.636 -1.420 0.2 -0.3 0.5
H -0.674 -0.130 -2.558 -1.3 0.6 -3.2
H 0.970 -0.500 -1.749 -1.0 0.2 0.2
H -2.218 0.102 -0.371 0.5 0.2 -0.8

***

(6)
9
Properties=species:S:1:pos:R:3:forces:R:3 method="wB97M-V/def2-TZVPD" multiplicity=1 e_above_lowest_kcal_mol=22.5 lumo_energy_ev=-0.22 total_energy_ev=-106101.9184 homo_lumo_gap_ev=10.6
C 0.191 0.195 -0.042 1.4 0.3 2.0
O 1.524 0.041 -0.517 0.5 -0.3 -0.7
Si 2.824 -0.728 0.076 -2.6 -1.9 1.4
Cl 2.262 -3.079 0.507 0.8 3.1 -0.7
Cl 4.210 -0.480 -1.274 1.1 -0.2 -0.8
Br 3.354 0.083 2.058 0.0 -0.3 -0.3
H 0.133 1.241 0.400 0.1 -1.7 0.9
H -0.023 -0.779 0.452 -0.4 1.3 0.8
H -0.547 0.316 -0.755 -0.9 -0.3 -2.5

***

What did the sixth record say?
9
Properties=species:S:1:pos:R:3:forces:R:3 method="wB97M-V/def2-TZVPD" multiplicity=1 e_above_lowest_kcal_mol=22.5 lumo_energy_ev=-0.22 total_energy_ev=-106101.9184 homo_lumo_gap_ev=10.6
C 0.191 0.195 -0.042 1.4 0.3 2.0
O 1.524 0.041 -0.517 0.5 -0.3 -0.7
Si 2.824 -0.728 0.076 -2.6 -1.9 1.4
Cl 2.262 -3.079 0.507 0.8 3.1 -0.7
Cl 4.210 -0.480 -1.274 1.1 -0.2 -0.8
Br 3.354 0.083 2.058 0.0 -0.3 -0.3
H 0.133 1.241 0.400 0.1 -1.7 0.9
H -0.023 -0.779 0.452 -0.4 1.3 0.8
H -0.547 0.316 -0.755 -0.9 -0.3 -2.5